Record 1
11
Properties=species:S:1:pos:R:3:forces:R:3 method="wB97M-V/def2-TZVPD" homo_energy_ev=-8.92 relative_energy_ev=1.0015 energy_ha=-947.54113 gap_ev=9.1 smiles="[H]/N=C/N.SS"
H 3.278 -2.324 0.771 0.10 -0.30 0.09
C -1.696 0.575 0.133 -1.30 -1.86 -2.02
N -1.090 1.762 0.557 -0.84 -1.64 -2.73
S 2.081 -1.753 0.654 0.43 0.55 -0.04
S 2.744 -0.377 -0.820 2.02 0.31 2.24
H -0.225 1.811 0.062 0.67 0.51 -0.37
N -1.477 -0.014 -1.022 1.42 1.01 1.98
H 1.714 -0.708 -1.427 -2.67 -0.49 -2.29
H -2.570 0.143 0.661 0.85 0.66 0.83
H -0.949 1.876 1.508 -0.11 0.10 2.08
H -1.810 -0.991 -1.076 -0.58 1.17 0.23

=====

Record 2
13
Properties=species:S:1:pos:R:3:forces:R:3 method="wB97M-V/def2-TZVPD" homo_energy_ev=-8.38 relative_energy_ev=2.6265 energy_ha=-1044.53879 gap_ev=6.8 smiles="S=CC1=CCC(=S)N1"
H 0.878 -0.600 2.011 -0.78 -0.28 -2.25
H 1.418 -1.946 -0.457 0.35 0.06 -0.71
H 0.005 -2.572 0.435 0.61 2.00 -1.53
S -0.338 3.420 0.237 -0.20 -2.94 0.85
C -0.442 -0.856 -1.251 4.13 -0.18 -1.70
C 0.515 -0.558 0.907 -0.67 3.72 2.86
C -0.382 1.893 0.992 -0.21 4.24 3.23
C 0.464 -1.600 -0.106 -3.24 -1.61 0.69
H -0.655 1.985 2.159 0.84 -0.69 -2.69
N -0.381 0.488 -0.854 -1.31 -6.93 -0.82
H -0.521 1.034 -1.593 -0.90 3.88 -2.88
C -0.081 0.628 0.431 2.07 -1.79 2.25
S -0.479 -1.317 -2.911 -0.69 0.51 2.72

=====

Record 3
101
Properties=species:S:1:pos:R:3:forces:R:3 method="wB97M-V/def2-TZVPD" homo_energy_ev="-2.57 / -2.66" multiplicity=4 relative_energy_ev=0.2877 energy_ha=-6652.94089 charge=-2 gap_ev="6.4 / 6.5"
H 5.782 -1.919 1.344 -0.01 0.01 0.01
C 6.100 0.660 0.464 -0.02 -0.05 -0.01
H -1.420 -2.094 4.060 0.01 0.01 0.00
C -0.986 -1.229 3.569 0.04 -0.01 -0.01
C 0.830 1.940 -4.154 0.04 -0.07 0.04
H -0.821 -2.114 6.214 -0.02 0.01 0.01
C -3.107 -1.292 2.295 -0.07 -0.02 0.01
C -2.646 1.157 -3.622 -0.03 0.05 -0.17
H 2.173 0.133 5.817 0.04 0.01 0.00
C -3.912 -1.326 3.606 0.02 -0.02 0.01
C -2.286 -0.133 -3.092 0.01 -0.01 -0.31
H 6.290 1.418 -0.298 0.02 0.00 0.00
C 3.349 0.294 -1.794 0.08 0.00 0.05
C -3.249 1.137 -4.883 0.12 0.11 0.23
C -2.986 -1.246 -5.103 -0.20 0.18 -0.31
C 0.264 -0.804 4.001 0.04 -0.06 0.10
H -3.545 -0.611 0.278 -0.01 0.03 -0.02
H -0.938 -3.292 -1.479 -0.01 0.03 0.06
C -2.406 -1.336 -3.823 0.05 0.19 0.22
C 1.585 -0.430 -4.250 0.00 0.04 0.00
H 0.339 -3.510 4.421 0.00 -0.03 0.00
Cl -3.785 2.631 -5.575 0.00 0.10 -0.06
H 3.942 -0.183 -2.565 -0.01 0.01 0.04
H -3.877 -0.003 -6.584 0.02 0.01 -0.02
H 2.989 -0.884 4.617 0.02 0.03 0.02
H 1.907 -2.993 3.796 0.00 -0.03 0.00
C 5.815 -1.117 -1.247 -0.08 0.05 0.06
Cl -3.160 -2.686 -6.078 -0.02 -0.11 -0.04
N -1.772 -0.082 -1.844 0.08 -0.92 -0.10
O 0.081 1.840 -1.434 0.21 0.21 -0.49
C -2.994 4.390 0.086 0.53 -0.01 0.03
H 0.636 -0.771 -3.831 -0.06 -0.02 0.01
N -5.839 1.171 -1.146 0.08 -0.04 -0.05
H -3.858 -3.191 1.547 0.01 0.00 0.01
H -4.963 -1.051 1.223 0.03 -0.03 0.03
H -4.120 -0.308 3.943 0.00 0.00 0.01
C -1.732 -0.643 2.551 -0.02 0.08 -0.14
H 0.990 2.932 -3.734 -0.05 0.04 0.03
H -0.864 -1.083 -0.313 -0.04 0.02 0.00
H 1.492 -0.414 -5.341 -0.02 -0.02 0.01
C -1.346 -2.414 -1.959 -0.09 -0.36 -0.42
C -4.647 2.703 -0.318 -0.01 -0.44 -0.12
C 3.059 0.951 0.453 -0.01 -0.07 -0.08
O -2.366 2.204 -2.942 0.11 0.00 0.03
C 0.101 0.912 2.322 -0.22 0.35 -0.33
H -4.866 -1.834 3.439 -0.01 0.02 -0.01
H -0.152 -0.549 6.678 0.00 -0.01 0.03
H 3.035 1.604 -5.477 0.00 -0.03 0.01
H 0.635 -2.048 7.219 -0.01 -0.01 -0.01
H -0.141 1.599 -3.829 -0.20 0.07 0.09
H -2.418 -3.353 2.571 0.02 -0.02 -0.04
C 2.319 -0.894 5.479 -0.07 -0.02 -0.04
Se 0.873 2.461 1.484 0.07 -0.19 0.03
C -3.978 -0.574 1.270 0.10 -0.04 0.07
C -2.896 -2.736 1.806 -0.02 0.03 0.05
H -1.990 -3.453 -3.721 0.02 -0.01 -0.01
H -3.389 -1.847 4.410 -0.03 0.00 0.00
H -4.117 0.472 1.538 0.00 0.03 -0.08
H -4.976 4.527 0.489 -0.02 0.04 0.00
H 3.392 1.043 1.480 0.00 0.00 0.01
C 5.130 -0.401 -0.079 0.06 -0.01 0.04
H 6.735 -1.593 -0.897 0.01 0.00 0.00
C 4.851 -1.444 1.014 0.02 0.03 -0.06
C -1.917 -2.505 -3.206 0.07 0.16 0.26
C 0.983 -1.550 5.124 0.01 -0.03 0.00
C -1.294 -1.182 -1.303 -0.04 0.44 0.26
O -1.728 1.035 0.810 -0.15 -0.31 0.05
N -2.657 5.631 0.379 -0.31 0.01 -0.07
H 4.368 -0.989 1.879 0.00 -0.01 0.01
C 1.929 0.969 -3.721 0.01 0.01 -0.03
N -1.964 3.715 -0.440 -0.29 0.48 -0.01
C 3.822 0.270 -0.491 0.05 -0.06 -0.03
C -1.163 0.465 1.834 0.28 -0.07 0.04
N -4.248 3.860 0.309 0.02 -0.04 0.10
H 4.185 -2.218 0.628 -0.01 -0.01 0.04
N -5.909 2.356 -0.511 -0.04 0.19 0.16
C 0.108 -1.569 6.387 0.04 0.00 -0.05
H 7.053 0.203 0.752 -0.01 0.01 0.02
C 1.846 1.511 0.118 -0.35 0.30 -0.09
C -3.414 -0.043 -5.609 0.12 -0.37 0.19
H 1.739 0.735 3.643 0.00 -0.02 0.00
N -4.612 0.830 -1.329 -0.10 -0.04 -0.05
Cr -1.822 1.805 -1.032 0.60 0.07 0.62
H 2.805 -1.455 6.282 0.00 0.00 0.00
H 4.046 0.756 -4.302 0.01 0.05 -0.04
C 3.219 1.460 -4.408 0.00 -0.06 0.00
H 0.818 2.016 -5.247 0.05 -0.02 0.02
C 0.786 0.307 3.359 -0.06 0.00 0.02
H 5.166 -1.892 -1.661 0.02 0.01 -0.05
H 6.074 -0.415 -2.042 0.01 -0.03 -0.02
H 5.681 1.164 1.336 0.01 0.00 0.01
H 1.765 -3.558 5.476 -0.01 0.00 -0.01
H -2.265 -2.745 0.916 -0.02 -0.03 -0.01
C 2.166 0.910 -2.199 -0.22 0.17 -0.02
N -3.813 1.777 -0.792 -0.70 0.22 -0.07
N -1.372 5.730 -0.025 0.11 -0.07 -0.02
N -0.959 4.615 -0.508 0.11 0.11 0.03
H 2.353 -1.158 -3.978 0.01 0.00 -0.02
C 1.265 -2.995 4.680 0.00 0.07 0.04
C 1.291 1.446 -1.199 0.22 -0.31 0.31
H 3.526 2.417 -3.981 0.02 0.00 -0.01

=====

Record 4
16
Properties=species:S:1:pos:R:3:forces:R:3 method="wB97M-V/def2-TZVPD" homo_energy_ev=-8.91 relative_energy_ev=0.9349 energy_ha=-1029.02455 gap_ev=9.3 smiles=CCSS.O.O
H 2.186 5.608 -0.668 0.09 -0.19 0.08
H -1.153 -4.649 -1.322 0.26 0.02 -0.44
H 1.145 3.577 2.772 -0.10 0.23 0.12
H 1.551 6.500 0.345 0.01 -0.11 0.32
H -1.014 -4.075 1.074 -0.55 0.08 0.30
H -2.589 -0.451 -2.338 -0.23 -0.86 -0.41
H 0.395 -3.608 0.254 0.38 0.13 -0.14
H -2.367 -3.533 -0.926 -1.15 0.40 -0.26
O 2.001 5.649 0.279 -0.07 0.32 -0.58
S -0.649 -2.574 -2.326 -0.48 -0.07 -1.09
H -0.744 -2.360 0.617 -0.29 0.89 0.53
H 2.535 3.481 2.247 0.20 0.28 -0.07
O 1.971 4.074 2.755 -0.13 -0.53 0.13
S -1.291 -0.650 -2.055 0.77 0.68 0.90
C -0.661 -3.377 0.328 0.62 -0.99 -0.84
C -1.316 -3.611 -1.037 0.68 -0.27 1.45

=====

Record 5
51
Properties=species:S:1:pos:R:3:forces:R:3 method="wB97M-V/def2-TZVPD" homo_energy_ev="-12.95 / -12.95" multiplicity=7 energy_ha=-2887.90926 charge=+1 gap_ev="8.9 / 4.7"
H 0.595 -0.520 -0.488 -0.09 0.31 -0.40
H -1.053 1.524 -0.630 -0.54 -0.01 0.46
N 1.440 -0.161 -6.342 -0.16 -2.88 -0.26
H -3.683 -4.238 -0.808 -0.06 0.62 -0.56
O 0.809 -1.186 -6.643 0.17 1.43 -0.35
C -2.671 0.910 2.658 -0.85 0.07 -0.17
O 3.008 0.163 0.873 -0.81 0.80 1.16
H 2.192 3.604 -0.039 0.22 0.06 -1.30
C -2.968 -3.565 -0.336 0.15 -0.12 -0.28
N 1.481 -3.725 1.242 2.13 -0.93 0.08
O -0.010 5.746 0.554 2.16 -0.87 -0.45
H 2.163 1.136 3.695 -0.34 -0.32 0.06
O 2.495 -4.463 1.347 -2.76 2.10 0.16
H 2.473 0.707 -4.842 -0.35 0.03 0.69
N 1.094 5.295 0.159 -2.46 1.16 -0.50
O -4.191 -1.628 -0.867 -0.09 0.60 -1.14
H -2.599 -4.170 0.492 -0.07 0.96 0.55
H 0.772 0.045 -4.413 0.25 0.43 0.12
H 2.356 -0.597 3.172 0.13 0.42 -0.23
H 1.910 -2.764 3.078 -0.36 -0.01 0.06
H -0.389 0.978 -2.053 -0.39 0.01 -0.87
H -0.781 -1.444 -1.226 0.41 -0.15 0.10
C 1.150 3.871 -0.219 1.03 -1.12 1.74
O 3.153 2.153 1.709 -0.60 -0.33 0.26
H -2.124 -3.267 -0.957 -0.25 -0.33 -0.24
O 1.929 0.637 -7.094 -0.32 0.34 -0.20
C 1.074 -2.762 2.378 0.79 -1.23 -0.86
H 2.129 -1.047 -4.565 0.06 0.10 -0.34
H 0.760 3.255 0.592 -1.08 0.34 -0.13
C -0.482 -0.569 -0.649 -2.10 -0.23 0.52
H -0.972 -0.597 0.325 0.20 -0.65 0.26
O 2.080 5.947 -0.085 -0.18 0.12 0.47
H 0.693 3.668 -1.187 0.32 0.30 0.16
O -2.427 0.637 -1.862 -1.38 -0.52 -1.10
H -2.813 -0.146 2.430 0.46 -0.06 0.52
N 2.936 0.965 1.823 2.03 -1.05 -1.25
O -3.682 -1.938 1.178 0.20 0.41 0.48
C 2.791 0.403 3.189 -0.96 0.61 0.87
N -1.277 1.224 3.097 -0.74 -1.85 1.44
H -2.910 1.431 1.731 0.35 0.33 0.27
O 0.770 -3.676 0.257 -0.03 -0.09 0.14
N -3.653 -2.247 0.019 0.16 -2.03 0.90
C 1.734 -0.091 -4.908 0.37 0.55 0.37
H 0.156 -3.209 2.758 0.14 0.30 0.23
O -0.898 0.727 4.169 -0.41 0.97 -1.73
H -3.361 1.212 3.446 0.19 -0.10 0.00
Fe -4.082 0.613 -2.884 2.83 -0.29 2.08
O -0.626 1.884 2.338 1.07 0.58 -0.39
C -1.106 0.661 -1.295 1.18 1.39 -0.75
H 3.702 0.412 3.787 0.42 0.00 -0.78
H 0.915 -1.797 1.896 -0.04 -0.18 0.13